Entry 1:
{"formula": "C3H9NO2", "method": "ωB97M-V/def2-TZVPD", "homo_energy_ev": -9.44, "multiplicity": 1, "orbital_gap_ev": 10.24, "e_above_lowest_ev": 2.743, "symbols": ["C", "C", "O", "H", "H", "H", "H", "N", "C", "O", "H", "H", "H", "H", "H"], "positions_angstrom": [[-1.389, 2.636, 0.371], [-0.740, 1.778, 1.358], [-0.100, 2.027, 2.294], [-0.449, 3.002, -0.179], [-1.868, 3.561, 0.658], [-2.025, 2.193, -0.397], [-0.889, 0.628, 1.130], [0.440, -1.130, -0.183], [1.063, -1.978, -1.190], [1.768, -3.146, -0.707], [-0.549, -1.308, -0.046], [0.946, -0.784, 0.663], [0.534, -2.323, -2.115], [1.956, -1.352, -1.535], [1.301, -3.806, -0.124]], "forces_ev_per_a": [[1.45, 1.96, -2.21], [-2.61, -4.46, -2.08], [2.03, 1.79, 2.86], [-1.22, -0.31, 0.27], [-0.01, 0.14, 0.80], [0.22, -0.57, 0.41], [0.07, 1.53, 0.00], [-0.84, -0.45, -0.61], [2.82, 0.74, 0.62], [-0.16, -0.94, 0.87], [0.40, 0.02, 0.37], [-0.43, -0.93, -1.50], [-0.60, 0.96, 1.22], [-1.16, -0.97, 0.04], [0.03, 1.51, -1.06]]}


Entry 2:
{"formula": "C3H9NO2", "method": "ωB97M-V/def2-TZVPD", "homo_energy_ev": -8.36, "multiplicity": 1, "orbital_gap_ev": 4.58, "e_above_lowest_ev": 6.721, "symbols": ["C", "C", "C", "N", "O", "H", "H", "H", "H", "H", "H", "H", "H", "H", "O"], "positions_angstrom": [[0.410, -0.095, -0.413], [-0.661, 0.310, -1.229], [-1.787, 1.032, -0.666], [-2.802, 1.481, -1.299], [2.807, -0.801, 0.765], [0.506, -1.204, -0.228], [0.200, 0.267, 0.598], [1.358, 0.332, -0.771], [-1.809, 1.228, 0.408], [-0.476, 0.460, -2.297], [0.673, -1.904, 2.631], [-2.727, 1.443, -2.323], [3.492, -0.773, 1.442], [1.907, -0.936, 1.319], [0.683, -1.177, 2.002]], "forces_ev_per_a": [[-0.87, 1.02, 0.70], [1.13, 1.67, -0.44], [-1.21, -0.19, 0.25], [0.44, 0.56, -0.39], [-0.25, 0.16, 0.20], [0.30, 0.03, 0.31], [0.26, -0.38, 0.13], [0.20, -0.85, -0.29], [0.25, -0.53, -0.01], [-0.52, -0.65, -0.06], [0.12, 0.00, 0.01], [0.01, -0.57, 0.18], [-0.09, 0.02, -0.17], [0.90, -0.26, -0.01], [-0.69, -0.03, -0.40]]}


Entry 3:
{"formula": "C3H9NO2", "method": "ωB97M-V/def2-TZVPD", "homo_energy_ev": -9.12, "multiplicity": 1, "orbital_gap_ev": 9.85, "e_above_lowest_ev": 2.433, "symbols": ["C", "C", "O", "O", "H", "H", "H", "H", "C", "N", "H", "H", "H", "H", "H"], "positions_angstrom": [[0.700, 1.022, -2.377], [0.931, -0.492, -1.815], [0.084, -1.373, -1.629], [2.385, -0.825, -1.577], [0.140, 1.516, -1.740], [0.224, 0.698, -3.287], [1.639, 1.654, -2.642], [2.467, -1.683, -1.059], [-1.409, -0.416, 1.836], [-0.692, 0.292, 2.994], [-2.492, -0.309, 1.904], [-1.137, -1.450, 1.886], [-1.124, 0.054, 0.971], [-0.650, 1.209, 2.688], [-1.065, 0.104, 3.847]], "forces_ev_per_a": [[4.91, -4.24, -2.73], [1.47, -2.16, 1.13], [2.40, 3.38, -0.68], [-2.94, 0.28, 0.18], [-3.09, 2.27, 2.96], [-0.63, 0.75, -0.47], [-1.42, -1.64, 0.69], [-0.70, 1.36, -1.06], [-0.29, 0.08, 3.96], [0.77, -2.27, -4.59], [-0.16, -0.15, 0.07], [0.08, -0.58, -0.42], [0.99, 0.78, -2.23], [0.06, 2.24, 0.47], [-1.44, -0.12, 2.73]]}


Entry 4:
{"formula": "C3H9NO2", "method": "ωB97M-V/def2-TZVPD", "homo_energy_ev": -10.01, "multiplicity": 1, "orbital_gap_ev": 10.85, "e_above_lowest_ev": 0.736, "symbols": ["C", "C", "N", "C", "O", "H", "H", "H", "H", "H", "H", "H", "O", "H", "H"], "positions_angstrom": [[-1.277, 2.558, 0.667], [-0.428, 1.840, -0.356], [-0.586, 0.392, -0.211], [-0.044, -0.492, -1.063], [-0.028, -1.695, -0.899], [-2.321, 2.555, 0.378], [-0.962, 3.591, 0.800], [-1.185, 2.075, 1.639], [-0.738, 2.098, -1.367], [0.622, 2.112, -0.254], [-1.078, 0.038, 0.595], [0.378, -0.003, -1.958], [2.016, -2.402, 1.537], [1.598, -1.955, 0.793], [2.636, -3.023, 1.150]], "forces_ev_per_a": [[0.04, 0.10, 0.15], [-0.04, -0.38, -0.22], [-0.09, 0.46, 0.12], [-0.09, -0.06, -0.06], [0.13, -0.12, -0.02], [-0.22, -0.04, 0.01], [0.02, 0.04, -0.12], [0.01, -0.01, 0.10], [0.02, 0.24, -0.07], [0.08, 0.01, 0.10], [0.14, -0.12, 0.07], [0.11, -0.06, 0.00], [0.06, 0.18, 0.21], [-0.16, -0.19, -0.15], [-0.01, -0.04, -0.10]]}


Entry 5:
{"formula": "C3H9NO2", "method": "ωB97M-V/def2-TZVPD", "homo_energy_ev": -10.06, "multiplicity": 1, "orbital_gap_ev": 10.54, "e_above_lowest_ev": 1.532, "symbols": ["N", "C", "O", "H", "H", "H", "C", "C", "O", "H", "H", "H", "H", "H", "H"], "positions_angstrom": [[-3.382, -3.200, -0.992], [-3.719, -2.405, 0.072], [-4.850, -2.250, 0.474], [-4.027, -3.803, -1.470], [-2.409, -3.147, -1.226], [-2.945, -1.825, 0.574], [3.223, 2.415, 0.226], [2.145, 1.327, 0.214], [1.090, 1.597, 1.105], [2.942, 3.201, -0.465], [3.182, 2.702, 1.284], [4.246, 2.218, -0.130], [2.520, 0.337, 0.452], [1.753, 1.143, -0.814], [0.231, 1.691, 0.695]], "forces_ev_per_a": [[0.98, 1.02, 1.11], [-1.57, -0.13, -0.38], [-0.19, -0.29, 0.01], [-0.10, 0.11, 0.07], [0.01, -0.50, -0.46], [0.88, -0.21, -0.34], [-0.54, -0.08, 0.26], [0.00, -1.14, -2.10], [0.04, 0.43, 0.80], [-0.49, 0.60, 0.39], [0.60, 0.63, -0.40], [-0.38, -0.85, 0.54], [0.50, -0.09, 0.48], [0.11, 0.48, 0.43], [0.15, 0.02, -0.40]]}


Entry 6:
{"formula": "C3H9NO2", "method": "ωB97M-V/def2-TZVPD", "homo_energy_ev": -9.11, "multiplicity": 1, "orbital_gap_ev": 9.99, "e_above_lowest_ev": 2.378, "symbols": ["C", "C", "O", "H", "H", "H", "H", "N", "C", "O", "H", "H", "H", "H", "H"], "positions_angstrom": [[-2.801, -1.375, -2.245], [-1.799, -2.232, -2.302], [-0.848, -2.457, -1.360], [-3.607, -1.327, -2.960], [-3.008, -0.748, -1.383], [-1.672, -2.932, -3.090], [-1.114, -2.205, -0.471], [1.601, 2.572, 2.054], [1.804, 1.174, 1.985], [2.075, 0.694, 0.659], [2.298, 3.219, 2.359], [0.778, 2.914, 1.595], [2.628, 0.861, 2.636], [0.939, 0.586, 2.294], [2.726, 1.254, 0.228]], "forces_ev_per_a": [[-0.77, 0.37, 0.59], [-0.28, -0.05, 0.65], [0.36, -0.21, 0.12], [0.30, -0.23, -0.47], [0.43, -0.01, 0.09], [0.12, -0.23, -0.85], [-0.17, 0.35, -0.15], [-0.65, -0.46, 0.22], [0.85, -0.21, -0.36], [-0.35, -0.31, 0.01], [0.12, -0.05, -0.10], [0.16, 0.31, 0.04], [-0.02, 0.34, 0.07], [-0.21, 0.23, -0.06], [0.08, 0.18, 0.19]]}


Entry 7:
{"formula": "C3H9NO2", "method": "ωB97M-V/def2-TZVPD", "homo_energy_ev": -9.06, "multiplicity": 1, "orbital_gap_ev": 9.81, "e_above_lowest_ev": 3.111, "symbols": ["C", "C", "N", "C", "H", "H", "H", "H", "H", "O", "H", "H", "O", "H", "H"], "positions_angstrom": [[0.972, 0.945, -2.795], [1.743, -0.120, -2.652], [1.168, -1.398, -2.455], [1.008, -1.803, -1.267], [-0.071, 0.910, -3.067], [1.465, 1.861, -3.094], [2.816, -0.014, -2.647], [1.670, -1.484, -0.452], [0.485, -2.738, -1.062], [-1.290, 4.472, 5.124], [-0.644, 3.847, 5.470], [-2.141, 4.207, 5.488], [-2.284, -2.530, 1.329], [-1.875, -3.410, 1.338], [-3.023, -2.743, 0.741]], "forces_ev_per_a": [[0.50, 0.51, -1.55], [-0.32, -0.28, 0.59], [-0.96, 0.29, 0.26], [1.61, -1.10, -0.25], [-0.29, -0.27, 0.62], [0.03, 0.20, 0.41], [0.28, -0.23, 0.00], [-0.67, 0.75, 0.20], [-0.19, 0.14, -0.27], [0.05, 0.03, -0.01], [-0.16, 0.03, 0.00], [0.11, -0.06, 0.01], [-0.14, -1.03, -0.47], [0.29, 0.43, 0.37], [-0.13, 0.59, 0.09]]}


Entry 8:
{"formula": "C3H9NO2", "method": "ωB97M-V/def2-TZVPD", "homo_energy_ev": -9.01, "multiplicity": 1, "orbital_gap_ev": 9.77, "e_above_lowest_ev": 0.937, "symbols": ["C", "C", "O", "O", "H", "H", "H", "H", "C", "N", "H", "H", "H", "H", "H"], "positions_angstrom": [[0.695, -1.405, 2.085], [0.295, -1.194, 0.650], [-0.778, -1.461, 0.181], [1.340, -0.727, -0.058], [1.031, -2.436, 2.177], [-0.166, -1.269, 2.734], [1.527, -0.759, 2.368], [1.259, -0.719, -1.018], [-0.319, 1.953, -0.743], [-1.084, 2.203, -1.961], [0.743, 1.758, -0.930], [-0.601, 1.022, -0.241], [-0.411, 2.797, -0.061], [-1.821, 1.523, -2.103], [-1.444, 3.143, -1.959]], "forces_ev_per_a": [[0.01, 0.18, 0.00], [0.03, -0.33, -0.18], [0.05, 0.10, -0.09], [0.88, 0.07, 0.35], [0.02, -0.10, 0.00], [0.03, 0.04, -0.01], [-0.19, -0.02, -0.01], [-0.75, -0.11, -0.02], [0.29, -0.51, 0.11], [0.26, -0.36, -0.07], [0.04, 0.53, -0.27], [-0.57, 0.39, 0.02], [0.12, -0.15, 0.23], [0.06, 0.36, 0.09], [-0.28, -0.09, -0.14]]}


Q: Number 3 is which compound?
A: C3H9NO2